19
Properties=species:S:1:pos:R:3 method="wB97M-V/def2-TZVPD" energy_ev=-16995.153 gap_ev=11.0 homo_energy_ev=-9.98 largest_force_ev_per_a=4.835 smiles=C#C[Si](F)(CC)CC relative_energy_kcal_mol=4.2
C -3.3005 1.5584 -0.9883
C -2.2594 1.2613 -0.4683
Si -0.4325 1.0281 0.1965
F -0.2829 2.3087 1.2071
C 0.9450 1.3393 -1.2974
C 2.3041 1.2289 -0.6910
C -0.3369 -0.4692 1.2737
C -1.6844 -1.2770 1.2379
H -4.2159 1.7117 -1.3002
H 0.7314 0.4669 -1.9907
H 0.6211 2.2025 -1.7828
H 3.1012 1.4862 -1.3283
H 2.4852 1.7733 0.2883
H 2.5753 0.1903 -0.5035
H 0.3574 -1.1731 0.8611
H -0.1466 -0.2890 2.2604
H -1.7636 -2.1339 1.8785
H -2.5595 -0.6966 1.4818
H -1.8496 -1.6431 0.2056

18
Properties=species:S:1:pos:R:3 method="wB97M-V/def2-TZVPD" energy_ev=-7886.334 gap_ev="6.8 / 6.8" homo_energy_ev="-9.07 / -9.07" largest_force_ev_per_a=1.610 relative_energy_kcal_mol=96.8
C 2.9148 0.2469 0.1730
C -0.0420 0.8085 0.7057
C -0.3144 2.1233 0.1090
C 0.3002 -0.6101 -1.3298
C 0.0187 -1.6591 0.9273
C -0.3652 -0.4709 0.0497
N 4.0438 0.0563 0.0063
H 0.3373 0.7926 1.7144
H 0.5407 2.7881 0.2454
H -1.1528 2.5998 0.6283
H -0.5582 2.0609 -0.9490
H 1.3872 -0.5828 -1.1944
H 0.0165 0.1992 -2.0018
H 0.0122 -1.5578 -1.7863
H -0.4710 -1.6074 1.8966
H 1.0959 -1.6552 1.0777
H -0.2586 -2.5932 0.4479
H -1.4510 -0.4849 -0.1325

18
Properties=species:S:1:pos:R:3 method="wB97M-V/def2-TZVPD" energy_ev=-7887.561 gap_ev=9.5 homo_energy_ev=-8.74 largest_force_ev_per_a=4.573 relative_energy_kcal_mol=68.5
C -0.8826 -0.0042 2.0842
C -1.2626 0.0023 0.6984
C 0.4310 0.0858 -0.6047
C 0.1599 0.7058 -1.9465
C 1.2227 -1.1969 -0.6656
C 0.9573 0.9991 0.2884
N 1.3418 1.7369 1.0781
H -0.3659 -0.8698 2.4434
H -2.1369 -0.2704 2.3470
H -0.5184 0.9197 2.5124
H -1.8365 0.8578 0.4089
H -1.6074 -0.9227 0.3245
H -0.3590 1.6615 -1.8610
H 1.0833 0.8722 -2.5206
H -0.4725 0.0142 -2.4959
H 2.1422 -1.0804 -1.2582
H 1.5079 -1.5697 0.3211
H 0.5958 -1.9410 -1.1538

18
Properties=species:S:1:pos:R:3 method="wB97M-V/def2-TZVPD" energy_ev=-7890.466 gap_ev=12.2 homo_energy_ev=-11.39 largest_force_ev_per_a=1.106 smiles=CCC(C)(C)C#N relative_energy_kcal_mol=1.5
C 2.0965 0.1543 -0.0570
C 0.8451 -0.7351 0.0107
C -0.4902 0.0251 0.1713
C -1.6437 -0.9815 0.3031
C -0.7402 0.9731 -1.0118
C -0.4327 0.8285 1.4122
N -0.3898 1.4589 2.3820
H 2.4746 0.2482 -1.0784
H 2.9016 -0.2563 0.5558
H 1.8971 1.1639 0.3179
H 0.9279 -1.4425 0.8437
H 0.7580 -1.3419 -0.9001
H -1.4877 -1.6463 1.1587
H -2.6032 -0.4717 0.4337
H -1.6967 -1.5928 -0.6047
H -1.6649 1.5410 -0.8691
H 0.0802 1.6869 -1.1342
H -0.8319 0.3885 -1.9341

18
Properties=species:S:1:pos:R:3 method="wB97M-V/def2-TZVPD" energy_ev=-7889.984 gap_ev=12.2 homo_energy_ev=-11.22 largest_force_ev_per_a=1.219 smiles=CC(C)[C@@H](C)C#N relative_energy_kcal_mol=12.6
C 1.8955 -0.6078 0.0472
C 0.5796 0.1320 0.4290
C 0.6841 1.5384 -0.2224
C -0.7680 -0.7525 0.0591
C -2.1601 -0.3652 0.6688
C -0.8245 -0.6174 -1.3946
N -0.7014 -0.3673 -2.5168
H 2.0825 -1.4900 0.6638
H 2.8253 -0.0077 0.1103
H 1.8253 -0.9068 -1.0023
H 0.5664 0.3246 1.5094
H 1.5633 2.0110 0.2353
H -0.1696 2.1960 -0.0280
H 0.8435 1.5250 -1.3116
H -0.6665 -1.8396 0.2579
H -2.9944 -1.0094 0.3272
H -2.1453 -0.4501 1.7599
H -2.4480 0.6529 0.3950

18
Properties=species:S:1:pos:R:3 method="wB97M-V/def2-TZVPD" energy_ev=-7886.785 gap_ev=8.1 homo_energy_ev=-7.26 largest_force_ev_per_a=3.835 relative_energy_kcal_mol=86.4
C -0.1917 -1.1434 0.2311
C 1.1011 0.9398 0.5480
C 0.2835 2.0885 1.0494
C 2.6038 0.9295 0.2043
C -2.3871 -1.9865 -0.6058
C -0.8892 -1.7377 -0.9521
N 0.4817 -0.1278 0.2078
H -0.4197 2.6026 0.2645
H 0.9307 2.8277 1.2861
H -0.2741 1.5644 1.8646
H 3.1696 1.1651 1.2215
H 3.0356 1.6520 -0.4350
H 2.6958 -0.0210 -0.2644
H -3.0117 -1.2285 -1.1872
H -2.5670 -1.8433 0.5242
H -2.7319 -3.0671 -0.8555
H -0.7877 -1.3524 -2.0010
H -0.1696 -2.5954 -1.0700

18
Properties=species:S:1:pos:R:3 method="wB97M-V/def2-TZVPD" energy_ev=-7886.866 gap_ev=8.4 homo_energy_ev=-7.30 largest_force_ev_per_a=5.172 smiles="C=CNC/C=C/C" relative_energy_kcal_mol=84.5
C 2.8878 -0.4798 -0.1542
C 1.6118 0.0579 -0.3808
N 1.2600 1.2652 0.0238
C -0.1251 1.7928 -0.1779
C -0.9667 0.6333 0.3556
C -1.7814 -0.2293 -0.2927
C -2.1142 -1.5971 0.2469
H 3.5677 -0.1337 0.6348
H 3.2027 -1.4899 -0.5245
H 0.8558 -0.6268 -0.3832
H 2.1541 1.7833 0.0228
H -0.4360 2.6555 0.3606
H -0.2181 1.8539 -1.2125
H -0.8938 0.4895 1.4396
H -2.2676 0.0352 -1.1690
H -3.3180 -1.7543 0.5019
H -1.8703 -2.4616 -0.4443
H -1.5487 -1.7942 1.1531

18
Properties=species:S:1:pos:R:3 method="wB97M-V/def2-TZVPD" energy_ev=-7889.844 gap_ev=11.9 homo_energy_ev=-11.02 largest_force_ev_per_a=1.791 smiles=CC(C)[C@@H](C)C#N relative_energy_kcal_mol=15.8
C 2.0094 -0.5830 -0.1227
C 0.6516 -0.0232 0.4103
C 0.5726 1.4598 0.0356
C -0.7182 -0.7096 -0.0099
C -2.1163 -0.1080 0.5654
C -0.7744 -0.8457 -1.4693
N -0.7824 -0.8560 -2.6300
H 2.2073 -1.6281 0.1383
H 2.8388 -0.0029 0.3204
H 2.1354 -0.4780 -1.2079
H 0.7102 -0.1189 1.5023
H 1.4102 2.0372 0.4450
H -0.3565 1.8914 0.4142
H 0.5900 1.5820 -1.0550
H -0.9547 -1.6402 0.4927
H -2.9253 -0.8659 0.5250
H -2.0327 0.1285 1.6380
H -2.4646 0.7606 0.0077

18
Properties=species:S:1:pos:R:3 method="wB97M-V/def2-TZVPD" energy_ev=-7885.356 gap_ev=9.1 homo_energy_ev=-7.94 largest_force_ev_per_a=5.091 smiles=CN1[C@H]2CCC[C@@H]21 relative_energy_kcal_mol=119.4
C -0.7902 0.4298 -2.2754
N -0.4664 0.9700 -0.9695
C 0.6318 0.5108 -0.2381
C 1.3954 0.4991 1.0522
C 0.6941 -0.9127 1.6496
C -0.5675 -1.2462 0.6547
C -0.8744 0.1568 0.1957
H -0.7940 -0.7036 -2.2980
H -0.2435 0.7346 -3.0742
H -1.9377 0.5798 -2.4366
H 0.9584 -0.3502 -0.7607
H 2.5207 0.5547 1.0391
H 1.0305 1.3328 1.6387
H 0.3130 -0.9296 2.7104
H 1.4199 -1.7494 1.6387
H -1.4473 -1.8188 1.2610
H -0.2426 -1.9998 -0.0688
H -1.2475 0.9339 0.9042

18
Properties=species:S:1:pos:R:3 method="wB97M-V/def2-TZVPD" energy_ev=-7888.625 gap_ev=10.7 homo_energy_ev=-9.62 largest_force_ev_per_a=0.617 smiles="CC[C@@H](C)C1=NC1" relative_energy_kcal_mol=44.0
C 2.1193 -0.0985 -0.1504
C 0.9430 -1.0161 0.1759
C -0.4330 -0.4181 -0.1510
C -1.5865 -1.2966 0.3468
C -0.6073 1.0086 0.2329
N -0.6426 1.8931 1.1210
C -0.8987 2.2939 -0.3502
H 2.0731 0.2585 -1.1865
H 3.0696 -0.6267 -0.0234
H 2.1320 0.7786 0.5059
H 0.9856 -1.3194 1.2291
H 1.0169 -1.9359 -0.4180
H -0.5069 -0.3622 -1.2418
H -1.4650 -1.5684 1.4003
H -2.5533 -0.7953 0.2347
H -1.6109 -2.2161 -0.2461
H -1.9198 2.5587 -0.6261
H -0.1154 2.8620 -0.8531